No. 1
The following is a DFT calculation (ωB97M-V with the def2-TZVPD basis set) of a 2-piece molecular cluster, C8H9Cl3NP overall in a non-equilibrium geometry.

Element x y z (Å)
C (0.7660, 2.5980, -0.5800)
C (0.5619, 2.4242, 0.8067)
C (0.7876, 1.5555, -1.4071)
C (0.2687, 1.1674, 1.3115)
C (0.5061, 0.2528, -1.0258)
C (0.1950, 0.0586, 0.4166)
C (-0.2646, -2.4008, 0.3363)
C (-0.3100, -1.0955, 1.0243)
N (-2.9747, -0.7776, 1.3237)
P (-3.4833, 0.0461, 0.1403)
Cl (-5.4496, 0.5731, -0.0941)
Cl (-2.6036, 1.8883, -0.2025)
Cl (-3.0388, -0.8459, -1.8227)
H (1.0592, 3.5152, -1.0024)
H (0.6596, 3.2772, 1.3362)
H (1.0333, 1.6720, -2.4058)
H (0.4452, 1.0903, 2.2989)
H (0.2730, -0.4391, -1.7780)
H (-0.8938, -2.5480, -0.5638)
H (-0.7295, -3.1556, 1.0475)
H (0.7344, -3.0011, 0.2180)
H (-0.5319, -1.1295, 2.0257)

## Properties
Charge: 0
Energy above the lowest of the compared OMol25 structures with the same formula, charge and spin, kJ/mol: 253.8
Multiplicity: 1
Strongest force on any atom, eV Å⁻¹: 4.665
Highest occupied orbital energy (spin up / spin down), eV: -8.39 / -8.39
LUMO level (spin up / spin down), eV: -2.32 / -2.32
Gap between HOMO and LUMO (spin up / spin down), eV: 6.1 / 6.1

***

No. 2
The following is a DFT calculation (ωB97M-V with the def2-TZVPD basis set) of an isolated ion of composition C8H9ClN3 and charge +1 in a non-equilibrium geometry.

Element x y z (Å)
C (-1.0923, 0.8854, -2.6283)
C (-0.1334, 0.6041, -1.7437)
C (0.1367, 0.1031, 2.4686)
C (-0.0020, 0.3819, -0.3200)
C (-0.3947, -0.8503, 1.5824)
C (-0.5135, -0.8022, 0.1494)
C (0.7092, 1.2391, 1.8055)
C (1.2234, 0.5633, -2.5243)
N (0.5451, 1.3564, 0.4476)
N (-0.8528, -1.9620, 2.1794)
N (-1.1501, -1.6249, -0.7211)
Cl (1.1994, 2.5299, 2.7465)
H (0.2713, -0.2045, 3.4646)
H (1.9565, 0.2150, -1.8371)
H (1.0256, -0.0974, -3.3763)
H (1.6512, 1.4721, -2.9622)
H (0.8769, 2.1656, 0.0336)
H (-1.0159, -2.0263, 3.1600)
H (-1.2704, -2.6812, 1.6184)
H (-1.8509, 1.3419, -3.1015)
H (-1.3194, -2.6091, -0.4418)

## Properties
Charge: +1
Energy above the lowest of the compared OMol25 structures with the same formula, charge and spin, kJ/mol: 321.1
Multiplicity: 1
Strongest force on any atom, eV Å⁻¹: 5.274
Highest occupied orbital energy (spin up / spin down), eV: -12.54 / -11.67
LUMO level (spin up / spin down), eV: -4.09 / -5.75
Gap between HOMO and LUMO (spin up / spin down), eV: 8.4 / 5.9

***

No. 3
The following is a DFT calculation (ωB97M-V with the def2-TZVPD basis set) of an isolated ion of composition C8H9F2N2O and charge +1 in a non-equilibrium geometry.

Element x y z (Å)
C (-1.4147, -0.8850, 1.1983)
N (-0.1942, -1.0448, 0.5223)
C (0.2628, -2.2906, 0.5356)
N (1.4447, -2.6953, 0.2224)
C (2.3368, -1.7973, -0.0525)
C (1.9929, -0.4186, -0.0544)
C (3.1048, 0.5139, -0.3357)
O (4.2251, 0.3016, 0.0855)
C (0.7026, -0.0065, 0.2375)
C (0.3649, 1.5441, 0.4915)
C (-0.0732, 2.1933, -0.8882)
F (1.5209, 2.0999, 0.7655)
F (-0.4263, 1.7957, 1.6262)
H (-1.6017, -1.6958, 1.9187)
H (-1.4129, 0.1222, 1.7632)
H (-2.1239, -0.8364, 0.4408)
H (-0.5183, -3.1077, 0.8538)
H (3.3656, -2.0346, -0.2035)
H (2.7325, 1.2412, -1.1334)
H (-0.8832, 1.7800, -1.3301)
H (0.6664, 2.0811, -1.6183)
H (-0.1764, 3.1982, -0.5552)

## Properties
Charge: +1
Energy above the lowest of the compared OMol25 structures with the same formula, charge and spin, kJ/mol: 14.6
Multiplicity: 1
SMILES: C[n+]1cncc(C=O)c1C(C)(F)F
Strongest force on any atom, eV Å⁻¹: 4.176
Highest occupied orbital energy, eV: -14.39
LUMO level, eV: -5.42
Gap between HOMO and LUMO, eV: 9.0

***

No. 4
The following is a DFT calculation (ωB97M-V with the def2-TZVPD basis set) of C8H9FN2 in the gas phase in a non-equilibrium geometry.

Element x y z (Å)
C (0.0127, -2.5138, -1.4699)
C (0.0964, -1.2108, -2.1466)
C (-0.3197, -0.0755, -1.6143)
C (-0.9359, -0.0782, -0.2698)
C (-0.6012, 0.7207, 0.7579)
N (-1.2129, 0.9019, 1.9975)
C (-0.3977, 1.6775, 2.7521)
N (0.6675, 1.9596, 2.1723)
C (0.6497, 1.4121, 0.9204)
C (1.8345, 1.4460, 0.2927)
F (2.9908, 2.0283, 0.7296)
H (0.6474, -3.2328, -1.9894)
H (-1.1287, -2.9201, -1.4719)
H (0.3258, -2.5276, -0.4097)
H (0.3700, -1.3274, -3.1710)
H (-0.3470, 0.7390, -2.3518)
H (-1.7035, -0.8144, -0.0353)
H (-2.2508, 0.8974, 2.1933)
H (-0.7809, 2.0454, 3.6732)
H (2.0836, 0.8727, -0.5591)

## Properties
Charge: 0
Energy above the lowest of the compared OMol25 structures with the same formula, charge and spin, kJ/mol: 94.6
Multiplicity: 1
SMILES: C\C=C/C=c1/[nH]cn/c1=C\F
Strongest force on any atom, eV Å⁻¹: 3.583
Highest occupied orbital energy, eV: -7.54
LUMO level, eV: 0.29
Gap between HOMO and LUMO, eV: 7.8